The following is a quantum chemistry calculation of one molecule with the formula C5H7NOS in a non-equilibrium geometry, from OMol25.

Geometry (Å):
C1 2.066 0.456 1.619
C2 0.968 0.030 0.757
C3 -0.954 -0.245 -0.175
C4 -2.362 -0.516 -0.344
C5 -0.052 0.139 -1.111
H1 3.185 0.147 1.452
H2 1.659 0.034 2.636
H3 2.083 1.571 1.943
H4 -2.239 -1.168 -1.336
H5 -2.796 -1.223 0.597
H6 -2.884 0.524 -0.575
H7 0.935 0.127 -3.160
N1 -0.297 -0.311 1.058
O1 1.049 0.330 -0.586
S1 -0.360 0.106 -2.774

Summary:
Energy relative to the best compared isomer or geometry (same formula, charge and spin), eV: 2.590
Charge: 0
Energy, Ha: -722.8229
HOMO, eV: -7.88
Structure (SMILES): Cc1nc(C)c(S)o1

Charges computed using Löwdin, reported in e: -0.0470, -0.3640, -0.4382, -0.0838, -0.7926, 0.1125, 0.1121, 0.1034, 0.0873, 0.1483, 0.1171, -0.0969, 0.1818, 0.0653, 0.8946